[1]
{"formula": "C60H55BF6N10O4S3Ti", "method": "ωB97M-V/def2-TZVPD", "symbols": ["Ti", "C", "C", "C", "C", "N", "N", "B", "N", "N", "C", "C", "C", "C", "C", "C", "C", "C", "C", "C", "N", "N", "C", "C", "C", "C", "C", "C", "C", "C", "C", "C", "C", "C", "C", "C", "C", "C", "H", "H", "H", "H", "H", "H", "H", "H", "H", "H", "H", "H", "H", "H", "H", "H", "H", "H", "H", "H", "H", "H", "H", "H", "H", "H", "H", "H", "F", "C", "F", "F", "S", "O", "O", "N", "S", "O", "O", "C", "F", "F", "F", "C", "C", "C", "C", "C", "C", "C", "N", "C", "N", "C", "C", "C", "C", "C", "C", "C", "N", "C", "C", "C", "C", "C", "C", "C", "H", "H", "H", "H", "H", "H", "H", "H", "H", "H", "H", "H", "H", "H", "H", "H", "H", "H", "H", "H", "H", "H", "S", "C", "C", "C", "C", "C", "C", "H", "H", "H", "H", "H"], "xyz": [[-0.156, -0.521, -0.626], [3.569, -4.679, 0.933], [2.643, -4.125, -0.102], [2.245, -4.696, -1.279], [1.356, -3.783, -1.880], [1.229, -2.700, -1.095], [2.025, -2.929, -0.019], [2.290, -1.881, 1.049], [1.036, -1.592, 1.894], [-0.124, -1.068, 1.411], [-0.960, -0.950, 2.475], [-0.288, -1.386, 3.619], [0.958, -1.800, 3.212], [2.046, -2.373, 4.060], [-2.377, -0.520, 2.626], [-2.664, 0.272, 3.743], [-3.973, 0.561, 4.097], [-5.025, 0.061, 3.340], [-4.751, -0.727, 2.233], [-3.441, -1.020, 1.877], [2.800, -0.596, 0.401], [2.214, -0.031, -0.699], [3.132, 0.830, -1.180], [4.256, 0.849, -0.345], [4.019, -0.084, 0.629], [4.924, -0.504, 1.740], [3.207, 1.549, -2.464], [3.073, 0.876, -3.670], [3.376, 1.512, -4.866], [3.797, 2.832, -4.868], [3.945, 3.509, -3.664], [3.673, 2.864, -2.472], [0.710, -4.143, -3.172], [-0.629, -3.926, -3.490], [-1.192, -4.482, -4.633], [-0.424, -5.241, -5.500], [0.925, -5.421, -5.226], [1.480, -4.885, -4.075], [3.866, -5.684, 0.635], [4.469, -4.071, 1.038], [3.087, -4.741, 1.910], [2.524, -5.671, -1.646], [3.124, -2.287, 1.790], [-0.701, -1.450, 4.614], [1.700, -2.406, 5.092], [2.303, -3.387, 3.750], [2.953, -1.770, 4.016], [-1.851, 0.669, 4.341], [-4.169, 1.173, 4.971], [-6.049, 0.277, 3.623], [-5.562, -1.132, 1.639], [-3.243, -1.659, 1.027], [5.155, 1.426, -0.488], [5.716, 0.237, 1.844], [4.389, -0.578, 2.686], [5.383, -1.473, 1.533], [2.788, -0.166, -3.646], [3.291, 0.979, -5.804], [4.018, 3.327, -5.807], [4.285, 4.538, -3.659], [3.820, 3.382, -1.530], [-1.248, -3.361, -2.815], [-2.242, -4.311, -4.843], [-0.868, -5.682, -6.385], [1.549, -5.985, -5.909], [2.533, -5.038, -3.874], [1.719, -1.741, -4.767], [0.643, -1.245, -5.364], [0.011, -2.200, -6.015], [1.015, -0.309, -6.236], [-0.530, -0.491, -4.106], [-0.056, -0.917, -2.782], [-1.815, -0.948, -4.522], [-0.245, 1.032, -4.385], [-0.214, 2.095, -3.232], [0.632, 3.199, -3.534], [-0.065, 1.488, -1.916], [-1.888, 2.888, -3.296], [-1.894, 3.775, -4.290], [-2.846, 2.002, -3.512], [-2.114, 3.532, -2.148], [0.069, 6.024, 2.528], [-1.284, 5.540, 2.979], [-2.164, 6.399, 3.624], [-3.419, 5.981, 4.046], [-3.798, 4.667, 3.837], [-2.930, 3.784, 3.211], [-1.684, 4.212, 2.761], [-0.752, 3.346, 2.145], [-0.919, 2.297, 1.255], [-2.198, 2.099, 0.884], [-2.783, 1.259, -0.075], [-2.120, 0.223, -0.739], [-2.879, -0.459, -1.698], [-4.212, -0.207, -1.935], [-4.846, 0.789, -1.215], [-4.142, 1.539, -0.293], [-4.853, 2.629, 0.470], [0.095, 1.592, 0.836], [1.348, 2.061, 1.346], [1.828, 1.518, 2.535], [2.965, 2.022, 3.146], [3.645, 3.082, 2.569], [3.157, 3.643, 1.397], [2.007, 3.163, 0.775], [1.463, 3.858, -0.441], [0.169, 7.091, 2.717], [0.217, 5.851, 1.461], [0.882, 5.517, 3.060], [-1.856, 7.426, 3.788], [-4.085, 6.676, 4.542], [-4.767, 4.315, 4.171], [-3.207, 2.744, 3.109], [0.209, 3.612, 2.268], [-2.825, 2.804, 1.226], [-2.435, -1.239, -2.288], [-4.739, -0.776, -2.690], [-5.896, 1.002, -1.383], [-5.892, 2.677, 0.151], [-4.412, 3.617, 0.292], [-4.851, 2.437, 1.548], [1.265, 0.721, 3.007], [3.308, 1.598, 4.084], [4.538, 3.482, 3.034], [3.672, 4.489, 0.955], [2.033, 4.762, -0.657], [0.412, 4.132, -0.313], [1.507, 3.216, -1.312], [-1.631, -2.711, -0.518], [-1.415, -4.179, 0.437], [-1.636, -5.389, -0.228], [-1.651, -6.584, 0.475], [-1.419, -6.600, 1.844], [-1.166, -5.406, 2.504], [-1.162, -4.203, 1.809], [-1.808, -5.377, -1.299], [-1.845, -7.511, -0.053], [-1.437, -7.535, 2.392], [-0.988, -5.404, 3.574], [-0.980, -3.282, 2.336]], "total_energy_ha": -5836.1843, "homo_energy_ev": -7.2, "mol_weight_g_mol": 1249.03, "orbital_gap_ev": 6.1840, "total_charge": 0}

---

[2]
{"formula": "C23H31F5MoN3O12P3S4", "method": "ωB97M-V/def2-TZVPD", "symbols": ["Mo", "C", "C", "O", "P", "S", "S", "O", "C", "C", "H", "H", "H", "H", "H", "H", "H", "H", "H", "H", "C", "C", "O", "P", "O", "O", "O", "P", "O", "O", "O", "H", "H", "H", "H", "H", "H", "H", "C", "C", "O", "H", "H", "H", "H", "H", "H", "F", "C", "C", "C", "F", "C", "F", "C", "F", "C", "F", "N", "C", "C", "C", "C", "C", "C", "S", "O", "O", "N", "C", "S", "C", "C", "N", "H", "H", "H", "H", "H", "H", "H", "H"], "xyz": [[-0.073, 0.316, 0.320], [-4.656, 1.276, -2.867], [-3.945, 0.869, -4.137], [-3.021, -0.201, -3.925], [-1.562, 0.030, -3.297], [-1.881, -0.294, -1.309], [-0.742, 1.679, -3.888], [-0.841, -1.299, -3.795], [0.132, -1.331, -4.846], [-0.536, -1.665, -6.160], [-5.353, 2.085, -3.089], [-3.955, 1.627, -2.110], [-5.213, 0.441, -2.444], [-3.409, 1.712, -4.582], [-4.646, 0.475, -4.874], [0.855, -2.089, -4.546], [0.641, -0.366, -4.890], [-1.122, -2.579, -6.073], [0.219, -1.807, -6.935], [-1.199, -0.857, -6.468], [0.459, -3.140, 2.965], [-0.536, -3.231, 1.811], [-1.042, -4.556, 1.751], [0.348, -2.908, 0.257], [1.395, -4.103, 0.172], [-0.589, -3.154, -0.977], [1.042, -1.576, 0.246], [-1.885, -2.004, 2.123], [-2.843, -2.470, 0.897], [-2.534, -2.231, 3.424], [-1.294, -0.639, 1.815], [1.197, -3.938, 2.878], [-0.086, -3.252, 3.901], [0.967, -2.175, 2.959], [-1.928, -4.508, 1.371], [2.114, -3.883, -0.426], [-1.163, -2.386, -1.196], [-3.737, -2.143, 1.012], [2.956, 1.110, 3.667], [2.384, 1.329, 2.285], [1.214, 0.513, 2.106], [3.786, 1.797, 3.840], [3.328, 0.091, 3.774], [2.198, 1.285, 4.432], [3.083, 1.004, 1.510], [2.125, 2.372, 2.097], [0.522, 0.908, 2.684], [1.508, -0.830, -2.350], [1.930, 0.439, -2.096], [1.390, 1.167, -1.047], [1.897, 2.452, -0.944], [1.469, 3.295, 0.034], [2.842, 2.994, -1.804], [3.282, 4.259, -1.648], [3.336, 2.223, -2.839], [4.245, 2.727, -3.696], [2.878, 0.925, -2.982], [3.334, 0.166, -3.999], [2.015, 7.849, 4.290], [1.300, 6.652, 4.306], [-0.089, 6.656, 4.397], [-0.794, 5.464, 4.433], [-0.121, 4.254, 4.391], [1.267, 4.245, 4.318], [1.973, 5.429, 4.275], [-1.009, 2.725, 4.399], [-0.344, 1.851, 5.330], [-2.393, 3.081, 4.608], [-0.756, 2.106, 2.952], [-1.336, 2.635, 1.887], [-2.446, 3.980, 1.853], [-2.448, 3.927, 0.123], [-1.681, 2.917, -0.316], [-1.077, 2.163, 0.671], [1.496, 8.651, 3.968], [2.927, 7.792, 3.862], [-0.620, 7.599, 4.432], [-1.872, 5.462, 4.495], [1.793, 3.300, 4.301], [3.053, 5.415, 4.217], [-3.013, 4.627, -0.464], [-1.492, 2.667, -1.347]], "s_squared": 3.769, "total_energy_ha": -5147.0252, "homo_energy_ev": [-5.3, -5.7], "mol_weight_g_mol": 953.63, "orbital_gap_ev": [7.6046, 8.0332], "total_charge": -1, "spin_multiplicity": 4}